Entry 1
13
Properties=species:S:1:pos:R:3:lowdin_charge:R:1 method="wB97M-V/def2-TZVPD" total_charge=+1 smiles="[H]/N=C/CNN=[NH2+]" homo_energy_ev=-14.994
H -2.4742 1.6313 0.0173 0.079
N -1.5993 1.1131 -0.0864 0.099
C -1.8830 -0.1494 -0.0617 -0.154
C -0.6629 -1.0319 -0.1342 -0.071
N 0.4573 -0.0604 0.1513 0.018
N 1.5899 -0.2765 -0.3330 0.007
N 2.5509 0.4721 -0.0184 0.124
H -2.8612 -0.5785 -0.2545 0.127
H -0.8322 -1.8666 0.6257 0.159
H -0.4254 -1.5086 -0.9932 0.088
H 0.3315 0.7869 0.6777 0.134
H 3.5650 0.1342 -0.1587 0.201
H 2.2436 1.3343 0.5680 0.188

Entry 2
13
Properties=species:S:1:pos:R:3:lowdin_charge:R:1 method="wB97M-V/def2-TZVPD" total_charge=+1 smiles="[H]/N=C/CNN=[NH2+]" homo_energy_ev=-14.324
H -1.8661 -1.9878 -0.3811 0.069
N -1.2722 -1.2535 -0.0594 0.134
C -1.6997 -0.1237 0.2504 -0.206
C -0.7536 1.0483 0.3079 -0.125
N 0.5169 0.6723 -0.2049 0.022
N 1.3233 0.0246 0.5036 0.053
N 2.4195 -0.4902 0.0620 0.170
H -2.6766 0.2215 0.2216 0.102
H -1.2835 1.6130 -0.4551 0.136
H -0.7819 1.6064 1.2624 0.154
H 0.6982 0.5989 -1.2405 0.210
H 2.7068 -1.2842 0.6206 0.150
H 2.6690 -0.6455 -0.8876 0.131

Entry 3
13
Properties=species:S:1:pos:R:3:lowdin_charge:R:1 method="wB97M-V/def2-TZVPD" total_charge=+1 homo_energy_ev="-13.999 / -13.999"
H -3.2942 0.3370 0.3723 0.107
N -2.6677 0.7205 -0.2991 0.275
N -1.5890 0.1004 -0.4945 0.013
C -0.9864 -0.7546 0.4759 -0.175
N 0.3806 -0.3275 0.5937 0.026
N 1.0055 0.1309 -0.3944 -0.051
C 2.3824 0.4271 -0.2390 -0.091
H -1.0348 0.5188 -1.4084 0.260
H -1.0455 -1.8439 0.2597 0.160
H -1.4570 -0.8170 1.5014 0.164
H 2.9702 0.4073 -1.1993 0.109
H 2.8288 -0.2712 0.5099 0.100
H 2.5072 1.3724 0.3219 0.105

Ranked by calculated energy, most stable first: entry 2, entry 1, entry 3.

Entry 1
19
Properties=species:S:1:pos:R:3:lowdin_charge:R:1 method="wB97M-V/def2-TZVPD" total_charge=0 smiles="C[C@@H]1[C@]2(C)C=N[C@]12C" homo_energy_ev=-7.591
C -0.8859 -2.0419 0.4142 -0.072
C -0.3873 -0.8222 -0.3563 -0.257
C 0.9209 -0.0697 -0.0180 -0.201
C 2.1134 0.3291 -0.8538 -0.065
C 0.6829 0.0446 1.5674 -0.086
N -0.5302 0.4568 1.6423 0.088
C -0.7523 0.5772 0.1864 -0.327
C -1.3512 1.7797 -0.3599 -0.062
H -0.4990 -2.1491 1.4252 0.067
H -0.7047 -3.0101 -0.2506 0.115
H -1.9336 -1.9235 0.3572 0.054
H -0.5678 -0.8791 -1.4792 0.156
H 2.6976 -0.5993 -0.9299 0.077
H 2.6373 1.1805 -0.3192 0.088
H 1.8669 0.9394 -1.7486 0.079
H 1.2682 -0.2813 2.3684 0.084
H -1.1466 2.6902 0.2192 0.079
H -2.4459 1.7951 -0.4282 0.073
H -0.9827 1.9836 -1.4363 0.109

Entry 2
19
Properties=species:S:1:pos:R:3:lowdin_charge:R:1 method="wB97M-V/def2-TZVPD" total_charge=0 homo_energy_ev=-7.784
C 2.2318 -0.0350 0.6108 -0.139
C 0.9584 0.1172 -0.2079 -0.531
C 0.0088 1.4672 -0.2603 0.009
C -1.2347 0.6982 0.3825 -0.180
C -2.4290 -0.1706 -0.0040 -0.109
C -1.2491 -0.5999 -0.6452 -0.197
C 0.0938 -0.9999 0.0218 -0.200
H 2.7363 0.8842 1.0967 0.121
H 2.0289 -1.0520 1.2706 0.147
H 2.3192 -0.8898 -1.1521 0.056
H -0.1869 1.4822 -1.4115 0.133
H 0.4080 2.2821 0.2331 0.066
H -1.0354 0.4476 1.3410 0.055
H -3.0457 0.1201 -0.8352 0.104
H -3.0272 -0.3831 0.8262 0.097
H -1.0786 -0.2588 -1.7168 0.152
H -0.2365 -0.8472 1.2613 0.166
H 0.5115 -2.2730 0.0238 0.188
N 2.2265 0.0104 -0.8349 0.060

Ranked by calculated energy, most stable first: entry 1, entry 2.